(1)
Computed, not measured: a molecular structure, C31H52I2N2O5RuS2Si, with ωB97M-V/def2-TZVPD.

Geometry (Å):
Ru  -1.858  0.061  -0.435
I  -9.819  0.341  1.075
C  -7.827  -0.095  0.920
C  -7.235  -0.970  1.838
C  -5.894  -1.249  1.747
I  -5.033  -2.579  3.044
C  -5.069  -0.615  0.721
O  -3.843  -0.815  0.668
C  -5.741  0.246  -0.254
C  -4.953  0.877  -1.374
N  -3.720  1.485  -0.851
C  -3.159  2.591  -1.639
C  -2.051  3.213  -0.814
C  -1.638  4.521  -0.997
C  -0.618  5.010  -0.197
C  -0.038  4.176  0.747
C  -0.503  2.881  0.856
N  -1.501  2.412  0.102
C  -7.070  0.498  -0.122
H  -7.833  -1.428  2.612
H  -5.593  1.623  -1.856
H  -4.682  0.139  -2.133
H  -3.907  1.858  0.077
H  -3.913  3.346  -1.883
H  -2.767  2.200  -2.582
H  -2.111  5.142  -1.746
H  -0.275  6.029  -0.316
H  0.769  4.513  1.382
H  -0.059  2.177  1.549
H  -7.567  1.154  -0.826
C  3.816  3.912  0.024
C  3.219  2.945  -0.984
C  4.320  2.221  -1.744
C  2.294  3.665  -1.954
O  2.398  2.040  -0.217
Si  1.995  0.469  -0.176
S  0.277  0.165  -1.401
O  1.558  0.089  1.361
C  2.289  0.304  2.592
C  1.764  -0.747  3.555
C  1.983  1.710  3.097
C  3.788  0.130  2.381
O  3.230  -0.384  -0.760
C  3.697  -1.708  -1.056
C  5.207  -1.681  -0.883
C  3.064  -2.713  -0.107
C  3.318  -2.012  -2.499
H  4.459  4.639  -0.473
H  4.414  3.371  0.760
H  3.027  4.453  0.549
H  4.918  2.956  -2.286
H  3.908  1.514  -2.463
H  4.974  1.673  -1.065
H  2.850  4.397  -2.541
H  1.504  4.182  -1.409
H  1.831  2.951  -2.637
H  0.690  -0.620  3.702
H  2.256  -0.661  4.525
H  1.948  -1.749  3.161
H  0.955  1.778  3.462
H  2.129  2.435  2.295
H  2.647  1.972  3.921
H  4.021  -0.887  2.066
H  4.318  0.328  3.313
H  4.170  0.819  1.625
H  5.475  -1.510  0.160
H  5.638  -0.882  -1.487
H  5.641  -2.629  -1.201
H  3.238  -2.435  0.933
H  3.486  -3.706  -0.275
H  1.992  -2.771  -0.282
H  3.829  -1.329  -3.178
H  2.241  -1.892  -2.635
H  3.595  -3.034  -2.762
C  -0.182  -4.351  2.366
C  -0.935  -3.026  2.408
C  -0.756  -2.232  1.119
S  -1.887  -2.821  -0.207
O  -2.597  -4.050  0.263
C  -0.712  -3.376  -1.440
C  -1.403  -3.626  -2.770
C  -1.900  -2.368  -3.472
H  -0.265  -4.876  3.317
H  0.881  -4.185  2.170
H  -0.581  -5.000  1.587
H  -0.564  -2.408  3.229
H  -1.996  -3.198  2.589
H  0.271  -2.275  0.764
H  -0.979  -1.165  1.298
H  -0.331  -4.315  -1.029
H  0.083  -2.635  -1.518
H  -2.225  -4.329  -2.620
H  -0.678  -4.136  -3.408
H  -2.626  -1.824  -2.860
H  -2.399  -2.631  -4.405
H  -1.079  -1.685  -3.704

Calculated values
net charge = +1
multiplicity = 6
ΔE to the lowest compared entry with this formula, charge and spin = 1.409 eV


(2)
Computed, not measured: a molecular structure, C31H52N6O3S4SbScSi3, with ωB97M-V/def2-TZVPD.

Geometry (Å):
Sc  0.457  0.035  -0.650
N  2.035  -0.630  1.082
C  3.359  -0.268  0.560
C  4.453  -0.276  1.634
C  5.887  0.010  1.179
C  6.483  -0.957  0.154
N  5.876  -0.938  -1.178
C  5.800  0.118  -1.975
N  4.980  0.088  -3.024
N  6.634  1.164  -1.812
C  3.217  1.079  -0.186
O  4.246  1.625  -0.601
O  2.029  1.492  -0.331
H  1.747  0.021  1.808
H  2.030  -1.558  1.487
H  3.588  -1.012  -0.207
H  4.425  -1.252  2.133
H  4.191  0.468  2.392
H  6.536  -0.054  2.057
H  5.941  1.033  0.809
H  6.385  -1.985  0.505
H  7.557  -0.775  0.057
H  5.315  -1.732  -1.446
H  4.118  -0.455  -2.952
H  4.908  0.925  -3.579
H  7.181  1.165  -0.967
H  6.214  2.061  -2.007
C  -3.524  -0.847  2.060
Sb  -1.498  -0.281  1.537
C  -1.508  -1.416  -0.388
C  -2.665  -1.295  -1.308
C  -2.547  -0.632  -2.541
C  -3.626  -0.554  -3.398
C  -4.826  -1.146  -3.026
C  -4.861  -1.810  -1.812
N  -3.826  -1.898  -0.977
Si  -1.078  -3.106  -0.185
C  0.546  -3.578  0.613
C  -2.276  -4.519  0.042
C  -1.336  -5.014  -3.097
C  -1.859  1.957  1.375
C  -1.044  2.481  0.210
C  -0.512  3.741  0.165
C  0.152  4.220  -1.000
C  0.178  3.415  -2.119
C  -0.372  2.143  -2.055
N  -0.902  1.626  -0.869
Si  -1.197  2.523  3.054
C  0.662  2.208  3.123
C  -1.516  4.323  3.512
C  -1.992  1.570  4.472
Si  -3.624  2.544  1.012
C  -4.798  2.389  2.476
C  -3.633  4.377  0.584
C  -4.349  1.701  -0.491
H  -3.556  -1.935  2.012
H  -4.275  -0.450  1.381
H  -3.726  -0.520  3.081
H  -1.600  -0.192  -2.817
H  -3.535  -0.034  -4.344
H  -5.704  -1.101  -3.656
H  -5.772  -2.305  -1.486
H  0.520  -3.284  1.667
H  1.392  -3.090  0.126
H  0.700  -4.659  0.568
H  -2.622  -4.485  1.080
H  -1.814  -5.496  -0.125
H  -3.159  -4.404  -0.585
H  -0.989  -5.258  -4.098
H  -2.400  -4.784  -3.123
H  -1.161  -5.840  -2.412
H  -0.640  4.403  1.010
H  0.580  5.213  -1.015
H  0.597  3.768  -3.054
H  -0.513  1.554  -2.955
H  1.114  2.339  2.135
H  0.854  1.189  3.474
H  1.155  2.895  3.816
H  -1.046  5.056  2.854
H  -1.119  4.482  4.519
H  -2.587  4.539  3.545
H  -1.781  0.499  4.451
H  -3.076  1.703  4.495
H  -1.592  1.965  5.411
H  -4.511  3.069  3.282
H  -4.882  1.384  2.889
H  -5.792  2.695  2.135
H  -3.136  4.998  1.332
H  -4.674  4.710  0.511
H  -3.150  4.561  -0.377
H  -4.520  0.632  -0.366
H  -3.673  1.832  -1.338
H  -5.305  2.171  -0.740
O  4.216  -6.159  -2.057
C  3.393  -5.308  -2.206
S  3.753  -3.577  -2.403
C  2.108  -2.981  -2.521
C  1.168  -3.943  -2.523
S  -0.532  -3.494  -2.546
S  1.649  -5.619  -2.327
S  1.886  -1.255  -2.606

Calculated values
multiplicity = 1
ΔE to the lowest compared entry with this formula, charge and spin = 5.867 eV


(3)
Computed, not measured: 4 unconnected molecules or ions with the total composition C31H52NO2PS, with ωB97M-V/def2-TZVPD.

Geometry (Å):
C  -3.486  -0.490  0.446
P  -3.222  0.360  -1.256
C  -4.183  2.011  -1.060
C  -1.361  0.817  -1.246
C  -0.362  -0.389  -1.136
C  1.178  -0.151  -1.077
N  2.172  -1.260  -0.931
C  2.480  -1.742  -2.092
S  2.953  -2.163  -3.632
C  1.654  1.320  -1.143
C  0.681  2.550  -1.268
C  -0.845  2.299  -1.326
C  1.355  4.016  -1.310
O  0.949  4.952  -2.031
C  2.654  4.172  -0.364
C  3.541  3.054  -0.269
C  3.225  1.672  -1.043
O  4.101  0.942  -1.556
H  -2.875  0.059  1.261
H  -3.160  -1.591  0.406
H  -4.598  -0.458  0.745
H  -3.527  2.845  -0.641
H  -4.595  2.320  -2.080
H  -5.064  1.874  -0.326
H  -0.738  -1.467  -1.099
H  -1.563  3.185  -1.408
H  2.880  5.144  0.211
H  4.465  3.157  0.409
C  -2.375  -7.515  -0.051
C  -2.530  -6.098  0.483
C  -2.012  -5.027  -0.478
C  -0.516  -5.100  -0.794
C  0.413  -5.023  0.420
C  0.300  -3.710  1.181
H  -1.325  -7.776  -0.205
H  -2.792  -8.234  0.658
H  -2.903  -7.633  -1.002
H  -2.031  -6.015  1.454
H  -3.593  -5.912  0.669
H  -2.251  -4.040  -0.066
H  -2.567  -5.100  -1.421
H  -0.268  -4.282  -1.482
H  -0.302  -6.024  -1.341
H  1.446  -5.135  0.071
H  0.226  -5.860  1.099
H  0.524  -2.861  0.528
H  1.011  -3.693  2.011
H  -0.700  -3.570  1.598
C  7.120  2.911  -1.183
C  6.973  2.327  -2.581
C  7.609  0.944  -2.731
C  9.123  0.894  -2.509
C  9.948  1.808  -3.418
C  9.820  1.463  -4.895
H  8.169  3.067  -0.920
H  6.617  3.880  -1.125
H  6.671  2.250  -0.436
H  7.391  3.023  -3.316
H  5.906  2.243  -2.811
H  7.373  0.555  -3.727
H  7.134  0.258  -2.020
H  9.458  -0.141  -2.650
H  9.348  1.140  -1.466
H  11.002  1.720  -3.130
H  9.673  2.855  -3.258
H  10.130  0.431  -5.083
H  10.458  2.120  -5.492
H  8.795  1.586  -5.251
C  -4.641  1.517  3.701
C  -5.952  0.819  3.368
C  -7.012  1.761  2.793
C  -7.464  2.885  3.728
C  -8.031  2.427  5.074
C  -9.291  1.584  4.941
H  -4.774  2.278  4.474
H  -3.912  0.792  4.073
H  -4.219  1.997  2.813
H  -6.334  0.311  4.259
H  -5.750  0.034  2.632
H  -7.880  1.167  2.489
H  -6.621  2.214  1.874
H  -8.223  3.482  3.208
H  -6.626  3.565  3.913
H  -8.269  3.318  5.667
H  -7.274  1.876  5.640
H  -10.075  2.134  4.414
H  -9.672  1.319  5.931
H  -9.098  0.654  4.402

Calculated values
multiplicity = 1


| no. | maximum force (eV/A) | energy (a.u.) |
| --- | --- | --- |
| 1 | 0.60 | -3474.19355 |
| 2 | 0.53 | -5229.04930 |
| 3 | 5.10 | -2156.92892 |